1.
18
Properties=species:S:1:pos:R:3:nbo_charge:R:1 method="wB97M-V/def2-TZVPD" total_energy_ev=-10268.0418 homo_energy_ev=-8.24
N 2.1303 -0.4791 -0.7594 -0.823
H 1.0435 -0.2276 2.1340 0.220
C 0.5934 -0.8337 1.3597 -0.387
H 0.5928 2.2348 -1.2701 0.211
H 2.5226 -1.4115 -0.7247 0.380
H -2.2866 -0.9120 1.6796 0.380
C -0.2684 1.6881 -0.8874 -0.439
N -1.9300 -0.0573 1.2712 -0.823
H 2.0435 -0.1802 -1.7242 0.368
H -0.7443 1.1542 -1.7276 0.150
N 0.1881 0.8540 0.1988 -0.443
C 0.9070 -0.4257 -0.0878 0.387
N -0.3621 -1.1475 -0.4857 -0.685
H -0.7628 -0.7993 -1.3593 0.331
C -0.6715 -0.2619 0.7015 0.387
H -2.5950 0.3028 0.5960 0.368
H -0.9864 2.3992 -0.4801 0.211
H 0.5858 -1.8972 1.5653 0.207

---

2.
18
Properties=species:S:1:pos:R:3:nbo_charge:R:1 method="wB97M-V/def2-TZVPD" total_energy_ev=-10249.8810 charge=+2 homo_energy_ev=-15.11
H 5.4709 -10.6691 3.9353 0.316
H -4.0746 5.4845 -2.8970 0.392
H 0.1006 5.1032 -4.1085 0.294
H -2.7111 6.9380 -1.5162 0.187
H -3.1218 8.6088 -1.9737 0.234
H -4.9296 6.8739 -2.4555 0.413
H 5.2996 -10.1335 5.6179 0.319
N 2.6490 -11.3807 4.7526 -0.413
H 4.7756 -9.1546 4.3707 0.327
C 3.6568 -10.8610 4.7316 0.714
H -4.3209 6.4951 -4.0134 0.407
N -1.5911 7.8397 -3.0547 -0.330
C -0.3619 6.0441 -3.8407 0.238
N -0.8081 7.0036 -3.4414 0.028
C 4.8694 -10.2058 4.6485 -0.786
N -4.1985 6.4348 -2.9738 -0.941
C -2.6366 7.6939 -2.3132 0.078
H 1.9324 -12.1149 4.5314 0.523

---

3.
19
Properties=species:S:1:pos:R:3:nbo_charge:R:1 method="wB97M-V/def2-TZVPD" total_energy_ev=-12310.8320 homo_energy_ev=-9.49
H 0.4193 -1.1964 1.9192 0.252
H 0.1176 -1.4084 -1.3818 0.458
H 2.8825 1.2171 0.6067 0.434
H 0.3785 1.5641 -0.4874 0.332
H -1.3835 1.2146 -1.1905 0.194
N -2.2841 -0.2151 0.0911 -0.453
N 1.8777 0.7645 0.5063 -0.512
C -1.0106 -0.6433 0.2314 0.388
H -3.0324 0.2427 -1.8067 0.220
N 0.0585 -0.4362 -0.7853 -0.743
H -3.0453 1.9198 -0.6020 0.190
C -2.4476 0.7842 -1.0207 -0.447
C 1.4967 -0.2982 -0.3624 0.754
O 2.3079 -1.1620 -0.9217 -0.629
H -1.1905 -2.2415 1.6277 0.255
H 0.3857 1.6637 1.1883 0.325
H -1.8491 -0.3856 2.0727 0.315
N 1.0286 1.9034 0.5801 -0.586
C -0.8571 -1.0777 1.5985 -0.746

---

Relative energy (zero: lowest compared OMol25 entry of this formula, charge and spin) across the listed records, respectively: 2.8091, 3.4596, 7.7031 eV.